Entry from OMol25: a single C19H21N3O4S molecule (ωB97M-V with the def2-TZVPD basis set).

Its SMILES is CCc1ccccc1NS(=O)(=O)c1cc2c(cc1C)n(C)c(=O)c(=O)n2C. The calculation puts the HOMO energy at -8.64 eV. Its relative energy (zero: lowest compared OMol25 entry of this formula, charge and spin) is 25.5 kcal/mol. The value obtained for the LUMO energy is 0.074 eV. Its maximum force is 0.85 eV/A.

```
! RIJCOSX wB97M-V def2-TZVPD def2/J DEFGRID3
* xyz 0 1
H -4.417 -4.065 1.620
N -2.217 0.198 0.483
C -4.118 1.567 -0.037
H -3.424 2.338 -0.324
C -4.935 -3.142 1.370
C -4.494 -0.694 0.750
H 2.330 -3.178 -0.145
C 4.624 2.416 1.032
S -1.408 -0.007 -0.990
H -5.510 -3.310 0.463
C -5.859 -0.455 0.675
C 2.522 -0.412 -0.235
H 5.689 2.357 1.252
H -6.555 -1.233 0.942
C 2.900 0.869 0.214
O -1.444 -1.400 -1.349
H -1.951 -0.577 1.076
C 5.185 0.131 0.519
C -5.483 1.775 -0.123
H -3.359 -1.893 2.101
H -1.100 2.540 0.827
C 4.777 -1.241 0.030
N 4.214 1.103 0.573
C -3.918 -2.026 1.166
O -1.907 0.946 -1.930
H -5.617 -2.907 2.185
H -5.861 2.723 -0.473
C -0.401 2.751 0.018
O 5.594 -2.133 -0.044
H 4.456 3.163 0.256
O 6.329 0.351 0.847
H -3.206 -2.339 0.394
H -7.420 0.919 0.187
C 0.614 1.664 -0.067
C 1.938 1.878 0.287
C 1.192 -0.627 -0.586
C -6.353 0.765 0.243
C 3.077 -2.733 -0.802
H 2.220 2.860 0.626
H 0.070 3.714 0.198
H 3.974 -3.350 -0.802
N 3.464 -1.422 -0.320
C -3.626 0.348 0.404
H 0.839 -1.580 -0.939
H 4.085 2.691 1.939
H -0.973 2.787 -0.906
C 0.266 0.391 -0.502
H 2.682 -2.665 -1.816
*
```